[1]
This record from OMol25 describes the molecule C4H6O. The level of theory is ωB97M-V/def2-TZVPD.

The value obtained for the frontier orbital gap is 9.843 eV. As for the SMILES: OC=C1CC1. The HOMO energy is -8.94 eV.

Each line ends with the Löwdin charge.
Element x y z (Å)
O (0.642, 1.997, 0.785)  -0.01
C (0.601, -0.566, -0.947)  -0.10
C (-0.482, -1.421, -0.291)  -0.09
C (-0.163, -0.082, 0.200)  -0.25
C (-0.257, 0.973, 0.978)  -0.16
H (0.155, 2.824, 0.730)  0.09
H (0.389, -0.123, -1.917)  0.10
H (1.641, -0.841, -0.788)  0.10
H (-1.409, -1.567, -0.843)  0.10
H (-0.156, -2.282, 0.289)  0.10
H (-0.961, 1.088, 1.805)  0.12

[2]
This record from OMol25 describes a cluster of 2 separate species, C2H10N4O2 in total at a distorted geometry. The level of theory is ωB97M-V/def2-TZVPD.

The value obtained for the frontier orbital gap is 9.065 eV. As for the SMILES: NC(=O)C(N)N.NO. The HOMO energy is -8.51 eV.

Each line ends with the Löwdin charge.
Element x y z (Å)
C (-0.638, 0.925, -0.237)  -0.38
N (0.267, 2.000, 0.134)  0.03
N (-0.401, 0.523, -1.599)  0.03
H (1.171, 1.763, -0.271)  0.08
H (-0.030, 2.866, -0.308)  0.08
H (0.004, 1.219, -2.219)  0.09
H (-1.276, 0.227, -2.033)  0.09
H (-1.665, 1.294, -0.147)  0.13
H (0.959, -0.495, -0.439)  0.06
C (-0.684, -0.331, 0.957)  -0.49
N (0.992, -2.529, -0.680)  -0.02
N (-0.004, 0.048, 2.067)  0.15
O (1.516, -1.312, -0.105)  -0.22
O (-1.443, -1.274, 0.871)  0.03
H (0.084, -2.286, -1.083)  0.05
H (0.763, -3.077, 0.153)  0.07
H (0.512, 0.922, 2.023)  0.09
H (-0.126, -0.484, 2.916)  0.12

[3]
This record from OMol25 describes a structure of composition CH2NO2S at a distorted geometry. The level of theory is ωB97M-V/def2-TZVPD.

Its net charge is -1. The value obtained for the frontier orbital gap is 6.885 eV. The HOMO energy is -2.76 eV.

Each line ends with the Löwdin charge.
Element x y z (Å)
C (-2.638, -0.475, 0.126)  -0.72
N (-0.551, 1.579, -1.054)  -0.49
O (-3.025, -0.891, 1.190)  -0.01
O (-2.638, -0.417, -1.064)  -0.01
S (-0.847, 1.035, 0.641)  0.31
H (0.367, 1.289, -1.478)  -0.01
H (-1.279, 0.948, -1.440)  -0.07

[4]
This record from OMol25 describes a cluster of 2 separate species, CH3NO2 in total at a distorted geometry. The level of theory is ωB97M-V/def2-TZVPD.

The value obtained for the frontier orbital gap (spin up / spin down) is 9.845 / 9.846 eV. The HOMO energy (spin up / spin down) is -9.98 / -9.98 eV.

Each line ends with the Löwdin charge.
Element x y z (Å)
C (-0.331, 0.053, -0.429)  -0.15
N (-1.235, 0.663, 0.371)  0.12
O (-1.250, -0.769, 0.043)  0.06
O (1.639, -0.325, 0.431)  -0.24
H (-0.014, 0.198, -1.437)  0.13
H (-0.952, 0.801, 1.340)  0.13
H (2.142, -0.621, -0.319)  -0.06

[5]
This record from OMol25 describes a structure of composition C3H5N3OS at a distorted geometry. The level of theory is ωB97M-V/def2-TZVPD.

The value obtained for the frontier orbital gap is 8.837 eV. The HOMO energy is -9.43 eV.

Each line ends with the Löwdin charge.
Element x y z (Å)
C (-1.327, -0.767, 0.279)  -0.19
C (-0.316, 0.288, -0.137)  -0.24
C (1.127, 0.056, -0.024)  -0.69
H (-3.773, 0.023, 0.509)  0.31
H (-1.232, -1.782, -0.217)  0.14
H (-1.433, -0.764, 1.273)  0.06
H (2.922, 1.359, 0.440)  0.28
H (2.295, -1.719, -1.380)  -0.08
N (-0.434, 1.662, -0.192)  0.05
N (0.848, 2.318, -0.066)  0.00
N (1.759, 1.256, -0.079)  -0.12
O (-2.702, -0.669, -0.368)  -0.26
S (2.265, -1.260, -0.039)  0.74

[6]
This record from OMol25 describes a cluster of 2 separate species, C3H8NS2 in total. The level of theory is ωB97M-V/def2-TZVPD.

Its net charge is +1. The value obtained for the frontier orbital gap is 6.628 eV. The HOMO energy is -12.27 eV.

Each line ends with the Löwdin charge.
Element x y z (Å)
C (-0.594, 0.076, 0.882)  -0.12
C (-0.469, 1.334, 0.514)  0.10
C (-1.603, -2.051, 0.406)  0.20
N (-1.406, -0.825, 0.123)  0.05
H (-0.130, -0.387, 1.736)  0.13
H (-0.961, 1.729, -0.365)  0.09
H (0.151, 1.997, 1.095)  0.09
H (-2.234, -2.657, -0.225)  0.13
H (-1.125, -2.463, 1.286)  0.13
H (-1.855, -0.441, -0.707)  0.19
S (2.444, 1.377, -2.186)  0.23
S (3.359, 0.818, -0.426)  0.26
H (1.981, 0.170, -2.545)  -0.22
H (2.442, 1.323, 0.412)  -0.25

[7]
This record from OMol25 describes a structure of composition C23H35Cl4N5SSi2V. The level of theory is ωB97M-V/def2-TZVPD.

Its net charge is -2. Its multiplicity is 2. The expectation value of S² is 0.78. The value obtained for the frontier orbital gap is 6.010 eV. The HOMO energy is -1.90 eV.

Each line ends with the Löwdin charge.
Element x y z (Å)
V (-0.169, -1.453, 0.101)  0.68
C (3.355, 0.037, 3.132)  -0.19
Si (2.134, -1.296, 2.556)  0.37
C (1.685, -2.331, 4.060)  -0.18
C (3.141, -2.351, 1.370)  -0.21
N (0.721, -0.662, 1.769)  -0.16
C (-0.064, 0.346, 2.313)  -0.33
C (0.134, 0.933, 3.566)  -0.08
C (-0.661, 1.980, 4.029)  -0.14
C (-1.692, 2.449, 3.237)  -0.14
C (-1.932, 1.863, 1.995)  -0.07
C (-1.150, 0.814, 1.507)  -0.32
N (-1.311, 0.180, 0.285)  -0.15
Si (-2.475, 0.439, -0.975)  0.42
C (-3.711, 1.858, -0.726)  -0.21
C (-1.590, 0.946, -2.568)  -0.18
C (-3.577, -1.052, -1.264)  -0.17
H (4.093, -0.450, 3.778)  0.03
H (2.925, 0.869, 3.691)  0.01
H (3.892, 0.440, 2.269)  -0.03
H (2.581, -2.786, 4.494)  0.02
H (1.001, -3.131, 3.770)  0.01
H (1.194, -1.742, 4.839)  0.02
H (4.204, -2.171, 1.557)  0.02
H (2.946, -2.078, 0.331)  0.01
H (2.941, -3.416, 1.491)  0.00
H (0.918, 0.551, 4.207)  0.07
H (-0.477, 2.402, 5.010)  0.08
H (-2.332, 3.255, 3.580)  0.08
H (-2.754, 2.230, 1.402)  0.06
H (-3.236, 2.837, -0.619)  0.01
H (-4.386, 1.699, 0.118)  0.02
H (-4.319, 1.882, -1.637)  0.03
H (-1.737, 2.014, -2.761)  0.02
H (-1.968, 0.394, -3.434)  0.03
H (-0.519, 0.755, -2.498)  -0.01
H (-4.568, -0.877, -0.837)  0.03
H (-3.171, -1.954, -0.811)  -0.02
H (-3.698, -1.251, -2.333)  0.02
S (4.001, 0.939, -0.546)  0.54
C (2.779, 2.086, -0.409)  -0.88
N (2.174, 2.348, 0.760)  0.04
C (1.078, 3.297, 0.876)  -0.15
C (0.225, 3.211, -0.377)  -0.16
C (1.102, 3.525, -1.575)  -0.18
N (2.375, 2.809, -1.482)  0.00
H (2.271, 1.633, 1.466)  0.08
H (1.481, 4.312, 0.991)  0.12
H (0.508, 3.053, 1.769)  0.09
H (-0.613, 3.909, -0.332)  0.12
H (-0.172, 2.197, -0.451)  0.08
H (1.294, 4.603, -1.625)  0.11
H (0.609, 3.227, -2.503)  0.11
H (2.807, 2.499, -2.336)  0.09
Cl (0.219, -3.814, 0.986)  0.56
C (-1.342, -2.906, 0.919)  -0.59
Cl (-3.282, -5.796, 2.563)  -0.90
H (-2.056, -3.516, 0.368)  -0.02
H (-1.725, -2.824, 1.936)  0.01
Cl (-2.024, -3.928, -2.664)  0.72
C (-0.924, -2.954, -3.581)  -0.59
C (-0.880, -3.126, -4.954)  -0.14
C (0.029, -2.410, -5.720)  -0.12
C (0.913, -1.547, -5.089)  -0.14
C (0.858, -1.385, -3.717)  -0.60
Cl (2.042, -0.376, -2.947)  0.68
C (-0.092, -2.039, -2.897)  -0.44
N (-0.184, -1.825, -1.569)  -0.14
H (-1.559, -3.834, -5.409)  0.09
H (0.061, -2.541, -6.794)  0.09
H (1.660, -1.000, -5.649)  0.09

Energy relative to the best compared isomer or geometry (same formula, charge and spin) in kJ/mol, matching the order above: 138.56 269.98 0.71 656.72 765.26 132.18 0.00